C15H28N3OSi2W as an isolated structure at a distorted geometry. Source: OMol25; level of theory: ωB97M-V/def2-TZVPD.

Each line ends with the Mulliken charge.
Element x y z (Å)
W: -0.49831 -0.07938 -0.41746  -0.54
N: -3.07598 -1.40674 -3.37148  -0.26
C: -2.27488 -0.66637 -2.67582  0.84
O: -1.99447 -1.00116 -1.45472  -0.85
C: -1.63677 0.58074 -3.19196  -1.05
C: -0.51670 1.06685 -2.24208  -0.64
H: -3.50942 -2.23302 -2.97235  0.29
H: -3.32074 -1.16615 -4.32546  0.29
H: -2.42824 1.33107 -3.28276  0.36
H: -1.27155 0.41664 -4.20717  0.46
H: -0.67779 2.11349 -1.98252  0.66
H: 0.44092 1.04565 -2.76451  0.54
C: 3.12531 0.05319 -1.72622  -0.94
Si: 2.27349 -1.37694 -0.96296  -0.10
C: 0.77269 -2.01197 -1.95147  -1.18
C: 3.26582 -2.79443 -0.40446  -1.11
N: 1.16633 -0.61439 0.30467  0.88
C: 1.58906 0.06951 1.47072  0.82
C: 2.63918 -0.29015 2.29255  -0.62
C: 2.90865 0.52178 3.39385  -0.80
C: 2.13609 1.65024 3.65978  -0.81
C: 1.05655 1.99273 2.84560  -0.65
C: 0.79853 1.18858 1.75445  0.52
N: -0.29251 1.32872 0.84226  0.22
Si: -1.99019 1.13937 1.50629  0.17
C: -2.31239 1.74576 3.18263  -1.20
C: -1.95049 -0.85529 1.39917  -1.33
C: -3.07823 1.69140 0.12136  -0.98
H: 3.40107 -0.14989 -2.76371  0.45
H: 4.05674 0.25834 -1.19026  0.38
H: 2.51600 0.95479 -1.68485  0.32
H: 1.16623 -2.89224 -2.47849  0.57
H: 0.39275 -1.37910 -2.75684  0.28
H: -0.03219 -2.45037 -1.35059  0.56
H: 3.61923 -3.32042 -1.29770  0.44
H: 2.68877 -3.49825 0.19833  0.39
H: 4.14901 -2.48598 0.15874  0.40
H: 3.23010 -1.17725 2.09923  0.45
H: 3.73308 0.26966 4.04770  0.47
H: 2.37474 2.27497 4.51031  0.46
H: 0.47257 2.88370 3.04075  0.63
H: -1.56574 1.38920 3.89208  0.46
H: -3.30018 1.40128 3.50156  0.44
H: -2.31540 2.83941 3.17241  0.41
H: -1.93734 -1.13440 2.45976  0.55
H: -1.07348 -1.46128 1.05905  0.59
H: -2.84475 -1.26959 0.94377  0.58
H: -3.99587 2.07449 0.58990  0.47
H: -3.41616 0.90316 -0.55031  0.32
H: -2.66315 2.53002 -0.44077  0.39

Computed properties:
- charge = +3
- orbital gap (eV) = 6.08